C15H33CsN3O2Ta | the ωB97M-V functional and the def2-TZVPD basis

Geometry as XYZ:
```
55
Properties=species:S:1:pos:R:3:nbo_charge:R:1
N 1.162 1.048 -1.087 -0.929
C 2.031 1.883 -1.291 0.902
O 3.020 2.525 -1.434 -0.460
Cs 4.077 -0.900 -0.870 0.992
Ta -0.151 0.037 0.018 2.398
N -0.178 -1.648 -0.932 -0.768
N -1.822 1.036 -0.194 -0.770
C -0.106 -2.271 -2.260 0.111
C -2.218 2.133 -1.113 0.125
C 0.253 -3.753 -2.113 -0.621
C -1.485 -2.162 -2.918 -0.617
C 0.960 -1.554 -3.069 -0.600
C -1.537 3.398 -0.594 -0.615
C -3.737 2.315 -1.129 -0.632
C -1.729 1.797 -2.514 -0.624
H 1.169 -3.887 -1.523 0.201
H 0.414 -4.182 -3.112 0.246
H -0.554 -4.321 -1.632 0.226
H -2.249 -2.689 -2.329 0.215
H -1.439 -2.619 -3.920 0.241
H -1.810 -1.118 -3.025 0.215
H 0.859 -0.462 -3.065 0.223
H 0.911 -1.901 -4.112 0.253
H 1.968 -1.801 -2.694 0.161
H -1.858 3.620 0.435 0.219
H -1.803 4.243 -1.248 0.243
H -0.444 3.288 -0.596 0.193
H -4.125 2.700 -0.177 0.224
H -4.245 1.375 -1.378 0.223
H -3.984 3.051 -1.907 0.244
H -2.025 2.627 -3.178 0.248
H -2.204 0.872 -2.877 0.219
H -0.636 1.699 -2.558 0.204
C -0.975 -2.394 0.107 -0.433
H -1.215 -1.737 0.985 0.200
H -1.934 -2.739 -0.315 0.245
H -0.411 -3.255 0.509 0.240
C -2.611 0.911 1.068 -0.433
H -2.086 0.285 1.816 0.204
H -2.760 1.898 1.531 0.232
H -3.583 0.436 0.856 0.236
C 0.619 -0.342 4.062 -0.642
C 1.552 -0.607 2.871 0.312
C 2.819 0.246 2.935 -0.632
C 1.825 -2.074 2.544 -0.635
O 0.758 -0.097 1.637 -0.838
H 0.962 -0.833 4.989 0.254
H -0.412 -0.672 3.873 0.224
H 0.584 0.743 4.270 0.235
H 3.566 -0.189 3.622 0.253
H 3.300 0.378 1.949 0.179
H 2.576 1.250 3.311 0.246
H 0.895 -2.664 2.572 0.230
H 2.251 -2.200 1.531 0.180
H 2.528 -2.529 3.261 0.254
```

## Properties
2S+1: 1
Charge: +2
Calculated total energy (a.u.): -982.83235
F_max (eV/A): 2.77
HOMO-LUMO gap (eV): 8.082